Record 1
Computed, not measured: a molecular structure, C26H34Cl3FN7O7S at a distorted geometry, with wB97M-V/def2-TZVPD.

Calculated values
Net charge = +1
Spin multiplicity = 1
Kohn-Sham gap = 6.2 eV
Molecular weight = 714.024 g mol⁻¹
LUMO energy = -4.541 eV
E_HOMO = -0.395 Ha
DFT total energy = -103365.7157 eV

```
79
Properties=species:S:1:pos:R:3:forces:R:3
C -4.533 -0.615 -1.661 0.6 0.1 2.6
C -3.137 -0.402 -1.738 -4.3 1.0 -3.9
N -1.838 -0.986 -1.166 0.8 1.4 -0.7
C -1.321 -1.535 -2.488 -3.8 -4.6 -6.4
O -2.207 -2.176 -3.164 3.6 2.6 4.1
N -0.053 -1.487 -3.176 -0.9 0.0 0.4
C 0.096 -2.459 -4.273 2.3 0.3 -5.9
O 0.596 -2.041 -5.357 -2.5 -1.7 5.6
F -0.198 -3.839 -4.248 0.1 3.6 1.5
C -1.132 0.261 -0.611 0.1 4.4 1.5
Cl -2.588 1.389 -0.097 0.3 -1.0 -0.5
C -0.472 1.234 -1.699 1.2 0.7 -1.8
C 1.114 1.156 -1.946 0.1 0.6 0.7
C 1.496 1.810 -3.361 -0.2 -0.2 -0.2
N 1.258 3.308 -3.371 -0.2 -1.4 0.0
C -0.445 0.212 0.846 1.1 -0.1 1.6
C 1.032 -0.366 0.957 0.6 0.4 -2.5
C 1.727 -0.821 2.287 2.0 1.4 0.4
S 0.843 -1.556 3.702 -0.7 0.4 0.9
C 0.426 -0.364 5.021 -0.9 2.0 6.4
N 0.320 -0.721 6.415 0.8 -0.8 -3.5
N -0.046 0.283 7.268 -0.1 3.6 -6.5
C -0.187 1.412 6.360 0.6 -4.3 2.2
O 0.092 1.022 5.036 -0.2 -0.1 1.0
C -0.401 1.604 1.686 0.3 1.3 1.8
C 0.096 2.963 1.081 2.1 4.7 -1.8
C -0.843 4.107 0.494 2.0 0.6 -0.1
C -0.371 5.471 -0.061 2.4 -1.8 0.9
C 1.135 5.860 -0.069 -0.8 -4.1 1.9
C 2.107 4.820 0.554 -3.5 -0.2 -0.5
C 1.619 3.419 1.121 -1.0 2.0 -1.3
C 2.807 2.573 1.779 -0.4 1.1 0.8
O -1.336 -0.549 1.704 0.2 -1.2 -1.4
C -1.986 -1.689 1.267 -1.3 0.0 2.6
Cl -3.811 -1.310 1.640 0.8 1.5 -0.5
O -1.723 -2.797 2.231 1.1 1.9 -3.9
N -2.731 -2.954 3.135 0.0 -4.2 2.4
O -2.654 -4.089 3.524 -0.6 2.7 -0.3
C -1.882 -2.192 -0.283 -2.1 -2.7 2.8
Cl -3.546 -3.130 -0.375 1.3 0.3 -1.4
C -1.006 -3.495 -0.565 0.5 -2.5 1.3
C 0.500 -3.763 -0.215 2.5 -2.1 -0.3
O 0.897 -3.527 1.189 -0.5 0.1 -1.2
C 1.700 -3.344 -1.223 1.8 -0.5 1.8
N 1.957 -4.330 -2.321 -0.8 0.8 0.4
H -5.169 -1.185 -2.434 1.2 2.3 0.2
H -5.109 -0.268 -0.715 1.2 -2.1 -1.0
H -2.938 0.323 -2.631 0.7 -2.5 1.1
H -0.019 -0.572 -3.688 0.7 -0.8 0.7
H -0.929 1.139 -2.769 0.2 -0.3 1.9
H -0.667 2.359 -1.480 0.0 -2.2 0.3
H 1.611 1.818 -1.131 -0.7 -1.1 -1.4
H 1.484 0.082 -1.808 -0.3 1.6 -0.6
H 2.600 1.588 -3.557 -1.6 0.4 0.1
H 0.851 1.374 -4.222 1.1 0.0 1.3
H 1.496 3.680 -4.310 -0.4 -0.4 0.9
H 0.245 3.437 -3.199 0.9 0.3 -0.4
H 1.718 0.486 0.553 -1.3 -1.5 0.6
H 1.133 -1.179 0.161 -0.1 0.8 1.2
H 2.352 0.062 2.714 -1.2 -1.4 -0.8
H 2.550 -1.590 1.991 -1.7 1.2 0.6
H -0.519 2.432 6.755 0.7 -1.5 -1.5
H -1.378 1.807 2.284 1.4 -0.6 -1.6
H 0.332 1.426 2.577 -1.1 -0.1 -1.7
H -1.991 3.956 0.457 2.2 0.2 0.2
H -1.128 6.227 -0.499 1.3 -1.6 1.0
H 1.575 6.842 -0.475 -1.1 -1.7 0.7
H 3.223 5.126 0.595 -2.1 -0.9 0.1
H 3.691 3.276 2.053 -1.6 -1.1 -0.6
H 3.256 1.754 1.124 -0.8 0.9 0.9
H 2.412 2.202 2.801 0.8 0.2 -1.7
H -1.231 -4.046 -1.567 0.3 1.7 1.4
H -1.476 -4.279 0.174 0.6 1.9 -1.2
H 0.626 -4.931 -0.265 -0.9 2.0 -0.4
H 1.536 -4.234 1.435 -0.7 0.7 -0.3
H 2.646 -3.453 -0.547 -1.7 0.5 -0.9
H 1.725 -2.249 -1.535 -0.4 -1.5 0.0
H 2.900 -4.734 -2.274 -0.9 0.1 0.1
H 1.220 -5.042 -2.395 0.8 0.4 0.0
```
Forces are in eV/Å.

Results of the Mulliken charge analysis, in e, for atoms 1 through 4:
1. C -1.164
2. C 0.281
3. N 2.082
4. C -0.112

=====

Record 2
Computed, not measured: a molecular structure, C9H15F6N2O7S2Ti at a distorted geometry, with wB97M-V/def2-TZVPD.

Calculated values
Net charge = -2
Spin multiplicity = 4
Kohn-Sham gap (spin up / spin down) = 2.8 / 4.7 eV
Molecular weight = 489.215 g mol⁻¹
LUMO energy (spin up / spin down) = 4.768 / 4.602 eV
E_HOMO (spin up / spin down) = 0.072 / -0.004 Ha
DFT total energy = -87975.7125 eV

```
42
Properties=species:S:1:pos:R:3:forces:R:3
Ti -16.106 19.904 8.186 2.0 1.8 0.5
C -17.601 22.132 5.206 0.4 -1.4 2.2
F -16.302 21.861 5.359 -0.6 0.5 0.1
F -17.922 23.321 5.706 0.3 0.0 -0.1
F -17.880 22.096 3.941 -0.5 0.1 -1.6
S -18.700 20.820 6.112 -0.9 -1.2 -2.0
O -20.062 21.378 5.928 2.3 -0.8 0.1
O -18.462 19.488 5.502 -0.2 2.6 1.0
N -18.057 20.860 7.717 3.4 -0.5 -4.8
S -19.249 21.106 8.541 -6.9 1.8 6.3
O -19.939 22.403 8.449 1.6 -1.0 0.3
O -20.201 20.010 8.654 0.6 -0.3 -0.2
C -18.492 21.075 10.333 -0.9 -0.9 -2.1
F -17.669 20.008 10.470 -0.9 -1.0 0.5
F -17.712 22.067 10.536 0.6 2.4 0.8
F -19.518 21.055 11.237 1.2 -0.2 -0.6
C -13.744 21.195 8.213 5.7 1.8 -0.9
O -14.430 21.133 9.210 -6.3 -1.6 4.7
O -14.019 20.588 7.157 -2.6 -2.3 -2.8
O -12.658 21.818 8.348 1.7 1.1 -0.9
C -16.216 17.702 6.044 -0.2 -0.8 -0.5
C -15.817 16.951 7.312 -0.1 1.3 -0.4
N -16.408 17.646 8.522 0.7 -1.0 -0.9
C -15.696 17.092 9.692 -2.0 1.1 1.4
C -14.298 17.578 9.871 1.6 -1.8 -0.9
C -17.880 17.486 8.487 -0.5 -1.6 -0.7
C -18.376 16.010 8.291 1.0 0.4 1.7
H -15.523 17.512 5.224 0.1 -0.4 0.0
H -16.090 18.770 6.219 -0.2 0.3 0.2
H -17.229 17.532 5.679 0.1 0.0 0.1
H -16.057 15.888 7.355 -0.2 -0.1 -0.2
H -14.731 17.020 7.258 0.1 0.1 1.0
H -16.156 17.398 10.631 -1.0 0.4 -0.2
H -15.777 16.007 9.770 0.2 -0.4 -0.5
H -13.743 16.760 9.412 0.9 0.2 -0.3
H -13.988 18.496 9.371 -0.4 0.3 0.3
H -13.988 17.489 10.912 -0.2 0.6 0.1
H -18.289 17.932 7.580 0.3 0.9 0.4
H -18.345 17.904 9.379 0.2 0.2 -0.1
H -17.711 15.393 8.894 0.2 -0.5 -0.2
H -18.325 15.690 7.250 -0.4 0.0 0.2
H -19.319 15.891 8.826 -0.4 0.0 -0.7
```
Forces are in eV/Å.

Results of the Mulliken charge analysis, in e, for atoms 1 through 4:
1. Ti 0.360
2. C 0.622
3. F -0.183
4. F -0.234

=====

Record 3
Computed, not measured: a molecular structure, C34H93N8O9Pd at a distorted geometry, with wB97M-V/def2-TZVPD.

Calculated values
Energy above the lowest of the compared OMol25 structures with the same formula, charge and spin = 125.6 kcal/mol
Net charge = +1
Spin multiplicity = 3
Kohn-Sham gap (spin up / spin down) = 8.0 / 5.7 eV
Molecular weight = 864.585 g mol⁻¹
LUMO energy (spin up / spin down) = -2.403 / -4.612 eV
E_HOMO (spin up / spin down) = -0.381 / -0.380 Ha
DFT total energy = -70577.7477 eV

```
145
Properties=species:S:1:pos:R:3:forces:R:3
Pd -0.564 1.380 -2.697 -0.5 -0.4 2.2
C 1.040 -1.219 0.929 -0.2 0.4 -0.5
C 1.458 -0.089 0.000 0.0 1.8 -0.6
O 0.582 0.212 -1.057 -0.8 -0.6 -1.0
H 1.715 -1.264 1.784 0.2 -0.4 -0.2
H 0.945 -2.150 0.370 0.4 -0.2 0.2
H 0.045 -1.033 1.335 -0.1 0.3 0.0
H 2.463 -0.118 -0.421 0.6 -1.3 -0.1
H 1.663 0.817 0.569 -0.6 0.5 0.8
C -4.160 -1.441 -3.005 -3.1 -1.2 1.0
C -3.285 -0.604 -2.174 1.9 1.7 0.3
C -2.795 -1.233 -0.786 -1.4 0.2 -1.6
O -4.025 -1.376 -0.124 -0.7 -0.8 0.6
C -3.889 -2.302 0.948 -0.6 0.7 0.7
N -2.127 -0.289 -3.061 0.8 -0.2 1.0
H -3.925 -2.505 -2.976 0.3 0.1 -0.4
H -4.494 -1.073 -3.974 1.1 0.1 -0.4
H -5.150 -1.371 -2.554 -0.2 -0.5 0.5
H -3.777 0.335 -1.921 -0.2 0.0 0.1
H -2.142 -0.660 -0.128 0.4 0.5 -0.6
H -2.339 -2.211 -0.941 0.2 -0.2 -0.3
H -3.056 -1.947 1.555 0.6 -0.8 -0.1
H -3.906 -3.350 0.650 0.7 0.0 -0.3
H -4.720 -2.233 1.650 -0.4 0.4 -0.4
H -2.361 -0.395 -4.038 -0.7 0.7 -0.3
H -1.698 -1.201 -3.001 1.6 -0.4 0.1
C -3.879 -6.593 6.024 -0.5 -0.3 1.8
C -3.392 -5.182 5.746 0.3 -1.8 -1.1
C -3.525 -5.050 4.190 0.5 0.8 0.3
O -2.823 -3.985 3.597 2.2 0.9 -0.7
C -1.378 -4.075 3.584 -0.5 -1.0 -0.1
N -4.155 -4.174 6.467 0.1 0.1 -1.0
H -3.943 -6.665 7.110 0.2 -0.1 0.2
H -3.208 -7.393 5.711 -0.1 0.2 -0.4
H -4.921 -6.792 5.773 0.0 0.1 -0.7
H -2.379 -5.167 6.147 0.4 0.1 -0.6
H -4.546 -4.749 3.955 -0.4 -0.4 0.3
H -3.299 -5.914 3.566 0.1 -0.7 0.6
H -0.843 -3.376 2.941 -0.9 0.6 -0.3
H -1.129 -5.038 3.139 0.3 -0.3 0.4
H -0.917 -3.936 4.562 -0.3 -0.3 0.3
H -4.559 -3.709 5.666 -0.8 0.9 0.4
H -3.488 -3.498 6.810 0.0 0.2 0.3
C -1.848 0.350 4.105 0.3 -0.1 -0.4
C -2.619 -0.628 4.922 0.0 -0.4 0.8
C -3.499 0.075 5.969 1.2 -1.2 0.5
O -2.692 0.731 7.020 -1.7 -1.2 -2.2
C -3.557 1.486 7.840 0.5 0.5 -0.3
N -3.435 -1.527 4.135 -1.4 0.7 -0.3
H -1.155 0.925 4.720 0.0 0.2 -0.2
H -2.567 0.982 3.582 0.1 0.4 -0.1
H -1.330 -0.257 3.364 0.4 0.3 -0.2
H -1.925 -1.261 5.475 0.2 -0.1 0.2
H -4.060 -0.746 6.416 -0.3 0.2 0.4
H -4.209 0.682 5.407 0.0 0.8 0.4
H -3.777 2.419 7.320 0.2 0.5 0.3
H -2.968 1.602 8.749 -0.6 0.4 0.2
H -4.555 1.072 7.989 0.2 -0.7 0.4
H -3.053 -2.310 3.623 0.6 0.1 0.9
H -3.995 -1.069 3.431 -0.2 0.7 0.2
C 2.053 -3.135 -3.022 -1.2 -0.9 -0.4
C 0.511 -3.300 -3.305 1.2 1.2 1.5
C -0.125 -4.214 -2.259 0.1 -0.7 -1.1
O -1.498 -4.620 -2.447 1.2 1.2 1.5
C -1.745 -5.250 -3.641 -1.4 0.0 -1.1
N -0.079 -1.963 -3.216 -0.2 -0.3 -1.7
H 2.554 -4.096 -3.137 0.2 0.0 0.3
H 2.189 -2.719 -2.024 0.2 0.0 0.0
H 2.465 -2.477 -3.787 0.0 0.1 0.2
H 0.442 -3.730 -4.304 -0.5 0.2 0.0
H -0.044 -3.764 -1.269 -0.1 -0.1 0.0
H 0.530 -5.077 -2.379 -0.1 -0.6 0.8
H -1.626 -4.545 -4.464 0.7 -0.3 -0.5
H -2.815 -5.442 -3.712 -0.2 -0.2 0.4
H -1.269 -6.224 -3.755 0.5 0.1 -0.2
H 0.303 -1.449 -3.997 -0.2 0.2 -0.8
H 0.257 -1.344 -2.491 0.4 -0.5 1.4
C 1.423 3.979 -0.628 -0.1 0.0 3.9
C 0.877 4.439 -1.875 0.1 1.9 -2.0
C 1.870 5.425 -2.605 -0.7 0.9 0.1
O 1.262 6.183 -3.734 -0.2 -1.8 1.8
C 2.236 6.637 -4.642 -0.1 0.5 0.2
N 0.605 3.321 -2.722 -0.1 -0.6 -1.7
H 0.720 3.413 -0.018 -0.5 -0.7 -0.6
H 1.430 4.818 0.067 1.0 0.4 -0.1
H 2.338 3.392 -0.556 0.1 0.4 -0.6
H -0.032 5.021 -1.726 -0.1 0.0 0.2
H 2.813 4.979 -2.922 -0.2 -0.7 -0.4
H 2.202 6.073 -1.794 -0.2 0.8 -0.2
H 2.802 5.788 -5.026 0.5 0.2 0.0
H 2.807 7.415 -4.135 0.7 -0.3 -0.1
H 1.776 7.159 -5.481 -0.4 -0.3 0.0
H 0.405 3.749 -3.615 -0.6 0.0 -0.6
H 1.547 3.002 -2.904 0.5 -1.2 0.0
C -3.657 4.373 -3.950 -0.3 -0.2 0.5
C -2.650 3.546 -3.139 1.6 2.7 0.6
C -3.056 3.218 -1.733 -1.2 -3.9 0.3
O -2.172 2.175 -1.166 1.0 1.5 -2.8
C -2.295 2.065 0.214 1.3 0.1 -0.2
N -2.156 2.422 -3.905 -0.7 0.0 0.1
H -4.463 3.759 -4.351 -0.2 -0.3 0.3
H -3.232 4.835 -4.841 0.4 0.2 0.3
H -4.112 5.123 -3.302 0.0 0.2 -0.2
H -1.769 4.150 -2.921 0.2 0.5 -0.6
H -3.914 2.549 -1.796 -1.2 0.7 0.0
H -3.262 4.006 -1.008 0.4 0.3 -0.4
H -3.262 1.581 0.351 -0.1 0.4 1.2
H -2.017 3.067 0.539 -1.1 0.1 1.2
H -1.437 1.472 0.531 -0.4 -0.5 0.2
H -3.020 1.909 -4.008 0.1 -1.0 -0.6
H -1.933 2.826 -4.803 0.1 -0.3 -0.4
C 5.404 3.115 3.474 0.3 -0.6 1.0
C 5.371 2.709 2.002 2.4 0.0 0.9
C 5.975 1.295 1.778 0.1 1.6 0.2
O 5.164 0.250 2.292 1.1 0.2 0.7
C 6.036 -0.862 2.528 -1.3 -0.7 0.3
N 4.102 2.742 1.500 -3.7 0.5 -0.6
H 4.897 4.029 3.782 -0.3 0.0 -0.7
H 6.399 3.205 3.910 0.4 0.1 -0.5
H 4.996 2.308 4.083 -0.5 -0.1 0.0
H 5.897 3.469 1.425 0.9 -0.3 0.0
H 6.932 1.424 2.282 0.5 -1.0 -0.2
H 6.050 1.105 0.707 0.6 0.2 -0.2
H 5.428 -1.682 2.909 -0.3 0.0 -0.3
H 6.751 -0.717 3.337 0.4 0.6 -0.3
H 6.479 -1.190 1.588 0.4 0.1 0.1
H 4.125 2.604 0.500 -0.4 -0.3 0.1
H 3.608 2.006 1.985 -0.8 -0.2 -0.5
C 4.687 2.002 -2.040 1.1 0.2 -1.9
C 4.094 1.203 -3.329 1.3 1.1 3.1
C 4.516 -0.299 -3.311 0.4 0.4 -0.9
O 5.849 -0.674 -3.684 0.3 1.3 -0.5
C 6.052 -0.587 -5.103 -1.7 -1.0 -0.6
N 2.665 1.385 -3.082 0.3 -1.2 -0.8
H 5.749 2.212 -2.170 0.3 -0.4 0.0
H 4.597 1.531 -1.061 -0.4 -0.6 -0.4
H 4.299 3.016 -1.952 -0.6 -0.1 -0.2
H 4.331 1.673 -4.283 0.4 0.1 0.2
H 3.846 -0.728 -4.056 -0.3 -0.6 0.0
H 4.359 -0.754 -2.333 -0.2 0.2 0.0
H 5.921 0.358 -5.631 0.5 0.7 0.8
H 5.210 -1.135 -5.524 -0.3 -0.4 -0.3
H 6.900 -1.118 -5.536 0.5 0.2 1.0
H 2.194 0.920 -3.845 -0.5 -0.1 -0.5
H 2.475 0.753 -2.318 -0.7 0.1 0.7
```
Forces are in eV/Å.

Results of the Mulliken charge analysis, in e, for atoms 1 through 4:
1. Pd -0.151
2. C -0.587
3. C -0.780
4. O 0.972

=====

Record 4
Computed, not measured: C5H10N2O in the gas phase at a distorted geometry, with wB97M-V/def2-TZVPD.

Calculated values
Energy above the lowest of the compared OMol25 structures with the same formula, charge and spin = 51.2 kcal/mol
Spin multiplicity = 1
Kohn-Sham gap = 10.1 eV
Molecular weight = 114.148 g mol⁻¹
LUMO energy = 0.895 eV
E_HOMO = -0.338 Ha
DFT total energy = -10373.0833 eV

```
18
Properties=species:S:1:pos:R:3:forces:R:3
C 2.658 -0.290 1.339 0.9 -0.7 1.8
N 2.021 -1.067 0.588 0.2 0.4 -1.1
C 1.280 -0.506 -0.540 -1.0 -0.6 0.8
C -0.235 -0.868 -0.461 0.0 0.3 0.0
C -1.062 0.412 -0.577 -0.6 0.5 -0.2
N -2.361 0.136 -1.201 0.0 -0.1 -0.1
C -1.269 1.134 0.773 0.8 -2.1 0.5
O -1.188 0.481 1.789 -0.2 0.6 0.1
H 2.719 0.784 1.520 -0.6 0.5 -1.3
H 3.301 -0.744 2.101 -0.2 -0.4 0.0
H 1.388 0.577 -0.583 0.1 0.2 0.0
H 1.661 -0.928 -1.466 0.3 0.0 0.0
H -0.556 -1.554 -1.251 0.3 0.4 -0.2
H -0.513 -1.409 0.445 0.4 0.3 0.3
H -0.536 1.126 -1.223 -0.2 -0.2 -0.2
H -2.983 -0.470 -0.671 0.4 0.2 0.1
H -2.848 0.984 -1.432 -0.3 0.2 -0.1
H -1.477 2.200 0.849 -0.3 0.5 -0.4
```
Forces are in eV/Å.

Results of the Mulliken charge analysis, in e, for atoms 1 through 4:
1. C -0.253
2. N -0.483
3. C -0.530
4. C -0.799

=====

Record 5
Computed, not measured: a gas-phase ion, C5H12NO (charge -1) at a distorted geometry, with wB97M-V/def2-TZVPD.

Calculated values
Energy above the lowest of the compared OMol25 structures with the same formula, charge and spin = 8.3 kcal/mol
Net charge = -1
Spin multiplicity = 1
Kohn-Sham gap = 6.6 eV
Molecular weight = 102.157 g mol⁻¹
LUMO energy = 4.078 eV
E_HOMO = -0.094 Ha
DFT total energy = -8916.7039 eV

```
19
Properties=species:S:1:pos:R:3:forces:R:3
C -1.077 -2.045 0.068 0.5 0.4 -0.9
C -0.066 -0.858 0.019 -1.2 -1.9 1.1
N 0.894 -1.153 -1.056 0.1 1.7 0.7
C -0.909 0.422 -0.159 0.9 -0.8 -0.6
C -0.088 1.737 -0.243 -0.5 -0.5 -0.3
C 1.119 1.802 0.752 0.0 0.5 0.1
O 2.204 1.096 0.403 -0.1 -0.7 -0.5
H -1.688 -1.990 0.959 -0.4 0.0 0.0
H -0.626 -3.046 0.013 0.3 0.3 0.2
H -1.639 -1.953 -0.869 -0.5 -0.2 0.3
H 0.371 -0.868 1.016 0.7 0.4 0.1
H 1.353 -2.024 -0.818 0.0 -0.1 0.1
H 1.587 -0.404 -0.825 0.2 -0.3 -0.5
H -1.653 0.480 0.647 0.2 -0.1 0.0
H -1.442 0.079 -1.070 -0.2 1.2 0.0
H 0.364 1.781 -1.230 0.1 0.2 -0.3
H -0.802 2.589 -0.158 0.5 -0.3 0.1
H 0.687 1.450 1.742 0.1 0.6 0.0
H 1.411 2.905 0.809 -0.7 -0.4 0.4
```
Forces are in eV/Å.

Results of the Mulliken charge analysis, in e, for atoms 1 through 4:
1. C -1.476
2. C 0.526
3. N -0.867
4. C -0.869